No. 1
# C49H47BrCsN2OPTe

A structure of composition C49H47BrCsN2OPTe (ωB97M-V with the def2-TZVPD basis set, OMol25).

2S+1: 2
Molecular weight (u): 1051.311
Total energy (eV): -143774.420
Gap between HOMO and LUMO (spin up / spin down) (eV): 5.59 / 5.52
Net charge: -1
ΔE to the lowest compared entry with this formula, charge and spin (kcal/mol): 28.4

Structure (XYZ):
```
103
Properties=species:S:1:pos:R:3:forces:R:3
Cs -0.379238 -2.385315 1.018867 0.351 0.753 2.842
C -6.303070 2.586870 1.373894 0.140 -0.047 -0.014
C -5.704161 1.212932 1.498777 -0.123 0.008 0.021
C -6.481235 0.068381 1.638926 0.221 -0.061 -0.016
C -5.864256 -1.164804 1.785823 -0.175 0.018 0.012
C -4.481545 -1.187770 1.801456 0.205 -0.054 -0.069
Br -3.578989 -2.847954 2.037726 -0.552 -0.024 0.148
N -3.716359 -0.130643 1.646899 -0.027 -0.082 0.038
C -4.324905 1.041660 1.492872 0.055 0.030 -0.051
H -7.390764 2.545738 1.382911 -0.012 0.014 -0.018
H -5.977415 3.069047 0.450984 -0.052 0.013 -0.003
H -5.975283 3.215960 2.203005 -0.054 0.034 -0.007
H -7.562369 0.132238 1.626323 -0.012 0.027 0.018
H -6.431860 -2.078495 1.883357 0.005 0.007 0.029
H -3.666969 1.892845 1.345184 -0.013 0.010 0.032
C -0.515558 2.988993 4.065911 -0.021 0.044 -0.012
C -1.471885 2.014195 3.835754 -0.064 0.013 -0.023
C -1.186224 0.682007 4.110809 0.060 -0.033 0.079
C 0.053755 0.310113 4.622954 -0.067 -0.112 -0.014
C 1.009338 1.300199 4.849992 -0.053 0.062 -0.046
C 0.726477 2.628401 4.575572 0.047 0.009 0.006
P 0.371860 -1.484193 4.929535 0.134 0.104 -0.014
C 0.593022 -1.461080 6.762607 -0.065 -0.019 -0.063
C 1.146263 -2.607644 7.341230 -0.003 0.056 -0.010
C 1.331026 -2.700917 8.710277 0.006 -0.018 -0.019
C 0.944801 -1.652450 9.536164 0.004 0.012 0.060
C 0.360109 -0.525818 8.980443 -0.035 0.022 0.046
C 0.181296 -0.431083 7.605482 0.042 -0.055 -0.033
C 2.083559 -1.639567 4.296938 0.012 -0.055 0.102
C 3.226525 -1.376140 5.061000 0.007 -0.039 -0.093
C 4.472819 -1.469393 4.461374 0.075 0.012 0.128
C 4.557944 -1.819208 3.118380 0.079 -0.018 -0.111
C 3.402125 -2.067613 2.387394 0.036 0.019 0.228
C 2.106153 -1.998011 2.936819 0.041 -0.047 -0.154
H -0.729387 4.027333 3.841599 -0.005 -0.008 0.005
H -2.442214 2.286058 3.436872 0.012 -0.004 0.001
H -1.929729 -0.084404 3.921728 -0.009 0.018 -0.032
H 1.984572 1.027309 5.231861 0.034 -0.049 -0.013
H 1.479926 3.387747 4.748976 0.000 -0.009 0.003
H 1.447372 -3.424145 6.694196 0.043 -0.016 0.027
H 1.778700 -3.590533 9.137241 0.001 0.000 -0.014
H 1.099553 -1.715244 10.606651 -0.021 -0.009 -0.006
H 0.042612 0.289062 9.620951 0.006 0.002 -0.014
H -0.277341 0.454820 7.184288 0.033 0.026 0.013
H 3.166908 -1.107041 6.110678 -0.065 0.012 0.041
H 5.371836 -1.278933 5.038525 -0.012 0.010 -0.012
H 5.536784 -1.897131 2.649986 -0.019 -0.015 0.000
H 3.525818 -2.344997 1.338504 0.023 0.021 -0.005
C 0.205284 6.165586 -5.568265 -0.024 -0.081 0.021
C 0.062506 4.845555 -4.855135 -0.007 0.035 -0.015
C 0.798007 4.561757 -3.712616 -0.018 -0.016 -0.043
C 0.670406 3.348344 -3.042180 -0.014 -0.052 0.060
C 1.483489 3.142330 -1.788558 -0.067 0.027 -0.076
C -0.213217 2.360872 -3.514794 0.074 -0.132 0.175
Te -0.525321 0.421363 -2.280784 0.034 1.337 -0.623
N -0.791178 -1.580993 -1.557966 -0.219 -0.490 -0.404
C -1.065192 -2.829558 -1.820006 -0.211 -0.231 -0.569
O -1.085462 -3.718402 -0.924825 -0.452 -1.318 -1.509
C -1.363570 -3.312540 -3.235934 -0.024 0.065 -0.002
C -1.716294 -2.476972 -4.288038 0.006 0.012 0.075
C -1.958659 -2.991332 -5.553263 -0.011 -0.001 -0.036
C -1.851393 -4.355131 -5.781917 -0.010 0.005 -0.037
C -1.517905 -5.199920 -4.732497 -0.005 -0.028 -0.021
C -1.283119 -4.682434 -3.468343 0.050 -0.052 0.005
C 1.449883 -0.192205 -2.773833 0.098 -0.098 0.015
C 1.850545 -0.412286 -4.094143 -0.106 0.066 -0.082
C 0.967703 -0.167050 -5.292193 0.055 -0.067 0.121
C 3.135116 -0.895393 -4.344412 0.023 -0.022 0.061
C 4.025696 -1.171031 -3.321979 -0.003 0.005 0.007
C 5.406452 -1.705052 -3.594207 -0.051 0.012 0.018
C 3.610256 -0.945773 -2.015281 0.031 0.009 -0.059
C 2.341338 -0.465024 -1.722596 -0.006 0.096 0.049
C 1.978485 -0.269009 -0.277546 0.129 0.003 -0.099
C -0.967590 2.659987 -4.656056 -0.103 -0.237 0.013
C -1.968026 1.680425 -5.232075 -0.004 0.145 0.027
C -0.821510 3.881061 -5.311383 0.048 0.039 0.012
H 0.915396 6.811264 -5.051729 0.000 0.019 -0.019
H -0.753776 6.685365 -5.619354 0.018 0.028 -0.018
H 0.557356 6.021805 -6.592110 0.003 0.029 0.001
H 1.485817 5.309092 -3.326912 0.000 -0.007 0.002
H 2.054064 4.038398 -1.540098 -0.003 -0.011 -0.010
H 2.182291 2.314679 -1.909284 0.028 -0.072 0.055
H 0.828911 2.910299 -0.946575 0.058 -0.052 0.048
H -1.811563 -1.417033 -4.108628 0.039 0.098 0.002
H -2.229093 -2.324049 -6.363307 -0.006 0.005 0.016
H -2.031119 -4.758421 -6.771435 -0.005 0.003 0.007
H -1.444217 -6.267652 -4.901795 0.016 0.006 0.013
H -1.031634 -5.328363 -2.637907 -0.005 0.041 0.007
H -0.028133 0.143260 -4.994955 0.031 -0.075 -0.082
H 0.885731 -1.079114 -5.887308 -0.014 -0.001 -0.005
H 1.390981 0.615384 -5.926008 -0.031 0.035 0.012
H 3.431108 -1.069943 -5.374671 0.012 0.008 -0.001
H 5.596461 -1.790180 -4.664032 0.003 0.001 -0.001
H 5.530366 -2.692255 -3.144526 0.029 -0.002 -0.019
H 6.164936 -1.050736 -3.160469 0.025 -0.015 -0.018
H 4.295296 -1.152727 -1.198507 -0.033 0.017 0.024
H 2.866793 -0.118331 0.332626 -0.016 -0.046 0.038
H 1.466597 -1.151436 0.102803 0.537 0.397 -0.152
H 1.309389 0.578928 -0.143985 -0.013 0.035 0.069
H -2.101386 0.825291 -4.572132 -0.063 -0.017 -0.075
H -1.640498 1.316800 -6.209681 -0.019 -0.018 0.011
H -2.940298 2.159190 -5.367702 -0.005 -0.009 -0.015
H -1.416925 4.081925 -6.199226 -0.012 -0.012 0.011
```
Forces are in eV/Å.



No. 2
# C49H47Cl2FN3O2P2ScSe4

A structure of composition C49H47Cl2FN3O2P2ScSe4 (ωB97M-V with the def2-TZVPD basis set, OMol25).

Molecular weight (u): 1222.582
Total energy (eV): -388572.755
Gap between HOMO and LUMO (eV): 5.72
Net charge: -2
ΔE to the lowest compared entry with this formula, charge and spin (kcal/mol): 0.0

Structure (XYZ):
```
111
Properties=species:S:1:pos:R:3:forces:R:3
Sc 0.646124 -0.186929 -0.436829 0.533 0.271 -0.042
C -4.266981 -1.060939 1.970115 -0.016 0.022 -0.014
N -3.175414 -0.412803 1.259436 0.060 -0.096 0.151
P -2.803735 1.244493 1.470301 -0.084 -0.044 -0.007
C -4.467712 2.014351 1.190090 -0.003 0.040 -0.028
C -5.592213 1.893894 2.008610 -0.007 -0.002 -0.033
C -6.811055 2.436188 1.626629 0.001 -0.018 0.031
C -6.927610 3.109894 0.417328 0.024 0.013 -0.033
C -5.818956 3.243385 -0.405832 -0.034 -0.011 0.020
C -4.600716 2.701216 -0.017182 0.018 -0.019 0.022
C -2.674005 1.356518 3.297758 0.040 -0.035 -0.004
C -3.202798 2.414660 4.033055 -0.003 0.046 0.043
C -2.951787 2.530544 5.395197 -0.009 0.001 -0.023
C -2.164700 1.589014 6.040879 -0.002 -0.011 -0.015
C -1.613619 0.542878 5.310797 0.020 -0.024 0.014
C -1.855480 0.429973 3.950556 0.015 0.068 -0.033
P -2.519966 -1.105138 -0.171136 0.049 0.172 -0.078
C -4.094610 -1.436956 -1.085148 -0.031 -0.024 -0.049
C -4.498724 -0.423915 -1.953623 0.003 -0.001 -0.009
C -5.706168 -0.503979 -2.634302 0.020 0.001 0.010
C -6.525011 -1.611046 -2.465692 -0.003 -0.010 -0.005
C -6.130914 -2.633512 -1.612091 -0.002 0.002 0.005
C -4.926867 -2.544906 -0.926947 -0.006 0.043 0.026
C -2.070790 -2.800506 0.343559 -0.050 -0.053 -0.100
C -1.609663 -3.083447 1.624907 0.032 -0.014 -0.003
C -1.137951 -4.350495 1.938995 -0.003 0.004 0.002
C -1.111030 -5.347370 0.973476 -0.018 0.018 -0.011
C -1.547037 -5.066224 -0.315340 -0.001 -0.017 0.000
C -2.015301 -3.799708 -0.630327 -0.010 0.007 0.039
H -4.261658 -0.764772 3.022252 -0.001 0.001 0.004
H -4.141004 -2.143942 1.922602 -0.008 0.005 0.030
H -5.242691 -0.811285 1.537798 0.001 -0.010 0.006
H -5.510743 1.375272 2.956786 -0.013 0.010 -0.013
H -7.675305 2.329738 2.272517 0.005 -0.004 -0.003
H -7.881438 3.529099 0.119006 0.002 -0.002 0.000
H -5.900075 3.765858 -1.351153 0.004 0.003 0.000
H -3.731104 2.801404 -0.659407 -0.010 0.003 0.000
H -3.811810 3.164299 3.541162 0.022 -0.012 0.011
H -3.369522 3.363489 5.949056 -0.001 -0.002 -0.002
H -1.964718 1.679921 7.102075 0.000 -0.001 -0.002
H -0.966979 -0.178014 5.796928 -0.003 0.007 0.000
H -1.363762 -0.333906 3.359130 0.023 -0.032 -0.034
H -3.841638 0.424849 -2.113140 -0.004 -0.013 -0.004
H -5.996236 0.293185 -3.308274 0.004 0.002 -0.001
H -7.462888 -1.682912 -3.004497 -0.002 0.001 0.007
H -6.764277 -3.503168 -1.477698 0.000 0.001 -0.001
H -4.630867 -3.348243 -0.262334 0.001 0.000 -0.018
H -1.579824 -2.290602 2.359108 0.007 0.021 -0.002
H -0.765107 -4.549859 2.936478 -0.001 -0.001 0.000
H -0.729438 -6.332042 1.217473 0.003 0.000 -0.001
H -1.502046 -5.828118 -1.085252 0.002 0.004 0.005
H -2.313701 -3.570783 -1.647648 0.006 -0.008 0.005
Se -0.427144 2.307286 -1.260962 -0.209 0.414 0.011
Se -0.092685 2.475070 -3.640866 -0.045 0.017 0.144
Se -1.621442 0.772691 -4.082955 0.055 -0.088 -0.014
Se -0.493093 -1.073682 -3.226455 -0.032 0.023 0.045
C 3.438307 -0.963580 -4.504251 0.027 0.021 0.003
C 3.167546 0.404016 -3.871310 -0.007 0.052 -0.029
C 3.209269 1.472634 -4.961395 -0.017 0.019 -0.024
C 4.091239 0.696985 -2.705210 -0.013 -0.014 0.038
C 5.195299 1.527917 -2.852482 0.025 0.007 0.020
C 6.024183 1.821127 -1.779536 0.004 0.013 -0.027
C 5.758083 1.262612 -0.541955 -0.015 -0.013 0.016
C 4.679107 0.401984 -0.357500 0.013 -0.022 -0.042
C 4.467604 -0.246863 0.998939 -0.018 0.011 -0.009
C 4.057470 0.784963 2.045211 0.071 -0.039 0.053
C 5.706567 -1.023237 1.450682 0.013 -0.015 -0.012
C 3.826453 0.129780 -1.442778 0.067 0.026 -0.014
N 2.719551 -0.734024 -1.282745 -0.105 0.013 0.077
C 3.029557 -2.043862 -1.271814 0.121 -0.168 0.043
C 4.308972 -2.631700 -1.442794 -0.024 -0.021 -0.065
C 4.491047 -4.007518 -1.420015 0.012 -0.005 -0.003
C 3.435520 -4.886583 -1.224084 -0.004 -0.022 0.003
C 2.157781 -4.348572 -1.048373 0.043 0.040 0.034
C 2.010949 -2.992254 -1.073948 -0.121 -0.129 0.018
F 0.744004 -2.475458 -0.907793 -0.001 -0.163 0.075
H 2.744138 -1.128993 -5.332052 0.001 -0.009 0.007
H 3.305298 -1.775178 -3.793233 -0.004 -0.011 0.032
H 4.462975 -1.009647 -4.891150 -0.007 0.004 0.000
H 2.149627 0.372496 -3.475563 -0.001 0.005 0.020
H 4.136400 1.420531 -5.543482 -0.004 0.003 0.012
H 3.116780 2.481252 -4.552919 -0.007 -0.063 -0.040
H 2.374619 1.312904 -5.647448 0.018 0.009 -0.012
H 5.398575 1.981590 -3.815198 -0.004 -0.006 0.002
H 6.868216 2.490235 -1.908938 -0.005 -0.003 0.001
H 6.402141 1.494029 0.300618 0.002 -0.007 -0.004
H 3.640592 -0.950495 0.910930 -0.010 0.009 0.006
H 4.776657 1.609270 2.099659 -0.013 -0.005 0.006
H 3.981333 0.320007 3.032258 0.000 0.002 -0.010
H 3.077496 1.176860 1.799387 -0.103 0.082 0.006
H 6.555239 -0.356150 1.631124 -0.001 0.007 -0.003
H 6.003129 -1.760687 0.702129 0.003 0.008 0.028
H 5.493341 -1.550536 2.384327 0.006 -0.006 -0.006
H 5.158669 -1.983389 -1.616907 -0.023 0.002 0.009
H 5.493578 -4.398341 -1.562362 -0.003 -0.003 0.000
H 3.590586 -5.957541 -1.204842 -0.003 0.003 0.001
H 1.281804 -4.960878 -0.876593 0.007 -0.008 -0.010
O -0.242946 -0.348588 1.293477 -0.210 -0.283 -0.014
O 1.170909 -0.736178 1.342753 0.061 -0.001 0.044
Cl 0.579423 2.361673 2.558782 0.004 -0.033 0.062
C 1.634471 3.327710 1.594714 -0.036 0.015 -0.145
C 2.325744 4.358294 2.209476 -0.011 -0.018 0.020
C 3.140951 5.189602 1.461803 0.045 0.070 0.021
C 3.242012 4.994984 0.095447 -0.021 -0.031 -0.027
C 2.547115 3.956774 -0.501728 -0.050 -0.106 0.113
Cl 2.685865 3.773394 -2.215544 0.001 0.051 -0.021
C 1.737184 3.053954 0.214024 0.103 -0.037 0.020
N 1.114691 1.951686 -0.362613 -0.154 0.118 -0.318
H 2.205739 4.502220 3.275005 0.002 -0.010 -0.001
H 3.685774 5.994404 1.940013 0.000 -0.008 -0.003
H 3.859252 5.634399 -0.521170 0.002 -0.001 0.000
```
Forces are in eV/Å.